1.
{
  "formula": "C5H14N2",
  "method": "ωB97M-V/def2-TZVPD",
  "symbols": ["C", "C", "C", "N", "C", "H", "H", "H", "H", "H", "H", "H", "H", "H", "C", "N", "H", "H", "H", "H", "H"],
  "xyz": [[-1.07311, 1.89440, -0.88477], [-1.36372, -1.81849, 0.22685], [-0.88782, 0.66809, -0.01867], [-1.29214, 0.91885, 1.32200], [-1.15576, -0.56331, -0.56490], [-0.90544, 1.77481, 1.69703], [-1.14626, 0.13260, 1.93862], [-1.08401, -0.66992, -1.63691], [-2.06909, 2.31203, -0.76145], [-0.34290, 2.65732, -0.61327], [-0.92312, 1.65818, -1.93666], [-2.41190, -1.93634, 0.52111], [-1.05222, -2.69040, -0.34927], [-0.77205, -1.83386, 1.14659], [2.00102, -0.12303, -0.29950], [3.07760, -0.47627, 0.56141], [3.90611, -0.77662, 0.06296], [2.80768, -1.14690, 1.27146], [2.31955, 0.47918, -1.14218], [1.39630, -0.98446, -0.59130], [0.97129, 0.52415, 0.05084]],
  "atomic_forces_ev_per_a": [[1.1, -0.1, 0.0], [0.1, 0.1, 0.0], [-4.2, -1.2, -0.8], [0.9, 0.0, -0.3], [1.1, 1.1, 0.6], [0.1, -0.1, 0.1], [0.0, 0.1, 0.1], [0.0, 0.1, -0.1], [-0.1, -0.1, 0.1], [0.0, 0.2, 0.0], [0.0, 0.0, 0.0], [0.0, -0.1, 0.0], [-0.2, 0.0, 0.0], [0.0, 0.1, 0.1], [-3.3, 1.1, 0.2], [0.3, 0.6, 0.9], [-0.3, -0.1, 0.1], [0.2, 0.1, -0.3], [0.3, -0.3, -0.3], [0.2, -0.2, -0.7], [3.6, -1.2, 0.3]],
  "smiles": "C/C=C(/C)N.CN",
  "homo_lumo_gap_ev": 8.732,
  "charge": 0,
  "homo_ev": -7.771,
  "relative_energy_kcal_mol": 52.2
}

---

2.
{
  "formula": "C42H98N7O3",
  "method": "ωB97M-V/def2-TZVPD",
  "symbols": ["N", "H", "H", "H", "H", "N", "O", "O", "O", "C", "C", "C", "C", "N", "C", "C", "C", "C", "C", "H", "H", "H", "H", "H", "H", "H", "H", "H", "H", "H", "H", "H", "H", "H", "H", "H", "H", "H", "H", "C", "C", "C", "C", "N", "C", "C", "C", "C", "C", "H", "H", "H", "H", "H", "H", "H", "H", "H", "H", "H", "H", "H", "H", "H", "H", "H", "H", "H", "H", "C", "C", "C", "N", "C", "C", "C", "C", "C", "H", "H", "H", "H", "H", "H", "H", "H", "H", "H", "H", "H", "H", "H", "H", "H", "H", "H", "C", "C", "C", "N", "C", "C", "C", "C", "C", "H", "H", "H", "H", "H", "H", "H", "H", "H", "H", "H", "H", "H", "H", "H", "H", "H", "H", "C", "C", "C", "N", "C", "C", "C", "C", "C", "H", "H", "H", "H", "H", "H", "H", "H", "H", "H", "H", "H", "H", "H", "H", "H", "H", "H"],
  "xyz": [[-2.10869, -3.76094, -0.81713], [-2.78447, -4.25637, -0.25325], [-1.52725, -3.07547, -0.35651], [-2.53856, -3.37007, -1.64328], [-1.49880, -4.43004, -1.26487], [-0.03640, -0.82693, -0.08294], [1.20175, -0.78563, -0.34854], [-0.46508, -1.94405, 0.21835], [-0.80676, 0.08472, -0.19683], [5.79758, 1.01456, -0.09875], [6.82930, 0.66373, -1.12062], [6.28750, 0.34196, -2.49568], [5.53006, -1.02210, -2.64624], [4.62635, -1.29798, -3.83602], [3.98095, -2.77338, -3.70100], [2.45584, -2.43958, -3.54136], [2.17689, -1.04090, -4.13691], [3.46380, -0.22563, -3.80992], [5.35872, -1.24120, -5.24509], [5.12022, 0.17533, 0.05919], [5.25382, 1.90750, -0.40716], [6.29722, 1.10022, 0.86619], [7.53588, -0.07024, -0.73316], [7.46004, 1.54302, -1.25147], [7.06486, 0.51516, -3.23985], [5.67289, 1.19333, -2.78810], [5.07670, -1.22205, -1.67537], [6.17461, -1.86787, -2.88572], [4.28665, -3.27057, -4.62157], [4.36855, -3.34983, -2.86102], [1.89898, -3.28256, -3.95052], [2.10300, -2.41557, -2.51033], [2.09067, -1.23582, -5.20586], [1.25439, -0.55197, -3.82376], [3.88045, 0.50312, -4.50519], [3.38485, 0.22269, -2.81952], [6.01459, -2.11109, -5.20986], [6.01806, -0.37848, -5.14976], [4.61324, -1.23515, -6.04028], [-4.92651, 1.72348, -0.39081], [-4.02703, 0.92932, 0.53000], [-4.71073, -0.25293, 1.27533], [-5.89727, 0.13446, 2.14711], [-6.66745, -1.07658, 2.70290], [-5.73470, -2.07504, 3.44355], [-6.67055, -2.85163, 4.41194], [-7.78039, -1.92561, 4.83325], [-7.48972, -0.65521, 3.93603], [-7.39817, -1.80902, 1.59054], [-4.39746, 2.33274, -1.12362], [-5.46077, 2.38236, 0.29369], [-5.67075, 1.19412, -0.98578], [-3.56107, 1.68016, 1.16815], [-3.23693, 0.40577, -0.00828], [-3.93904, -0.76407, 1.85095], [-5.01103, -0.78381, 0.37196], [-6.74088, 0.67809, 1.72179], [-5.37875, 0.56351, 3.00453], [-5.26495, -2.72983, 2.70961], [-4.96020, -1.57979, 4.02918], [-7.03026, -3.63201, 3.74132], [-6.28326, -3.31162, 5.32107], [-8.75693, -2.34934, 4.59890], [-7.84772, -1.55938, 5.85767], [-8.41095, -0.12316, 3.69866], [-6.89118, 0.11377, 4.42441], [-7.75996, -1.01606, 0.93602], [-8.15150, -2.40655, 2.10392], [-6.68961, -2.44079, 1.05490], [-1.08343, 4.42988, -0.04653], [-0.32497, 3.41487, 0.83116], [1.13056, 3.91643, 1.08793], [1.78101, 3.19503, 2.31847], [2.03068, 1.72098, 1.96318], [0.97825, 3.22654, 3.69478], [2.07890, 3.12656, 4.74392], [3.15820, 4.11507, 4.13379], [3.20988, 3.85414, 2.63406], [-1.35514, 5.28730, 0.56918], [-2.09267, 4.08428, -0.27037], [-0.69187, 4.66843, -1.03540], [-0.25252, 2.48783, 0.26243], [-0.73420, 3.25401, 1.82854], [1.12136, 4.97718, 1.33857], [1.69718, 3.71091, 0.17974], [2.49978, 1.28514, 2.84528], [2.56463, 1.72458, 1.01292], [1.12282, 1.14408, 1.78688], [0.19743, 2.47353, 3.80156], [0.67299, 4.26209, 3.54469], [2.45570, 2.10478, 4.78959], [1.57576, 3.38306, 5.67620], [4.08419, 3.74959, 4.57770], [2.96284, 5.13069, 4.47797], [3.98869, 3.17181, 2.29351], [3.26539, 4.81511, 2.12263], [2.01684, 3.22797, -3.68910], [0.54028, 3.09442, -3.40928], [-0.27207, 2.66433, -4.67948], [-1.74882, 2.24774, -4.32548], [-1.69731, 0.80763, -3.84105], [-2.53402, 3.22218, -3.35485], [-3.94582, 3.43300, -3.91277], [-3.56291, 3.52444, -5.41402], [-2.60010, 2.35525, -5.61421], [2.37348, 4.20562, -3.36486], [2.21073, 3.10343, -4.75446], [2.49316, 2.35921, -3.23470], [0.11542, 3.99833, -2.97274], [0.50951, 2.36234, -2.60231], [0.19533, 1.76083, -5.07105], [-0.38430, 3.47282, -5.40187], [-1.29167, 0.13706, -4.59860], [-2.68427, 0.54860, -3.45773], [-0.98543, 0.89516, -3.02028], [-2.40719, 2.83994, -2.34198], [-1.94875, 4.13633, -3.45424], [-4.55463, 2.53401, -3.81652], [-4.52925, 4.30202, -3.60862], [-4.48434, 3.40929, -5.98480], [-3.06646, 4.40589, -5.81983], [-3.08575, 1.40000, -5.81359], [-1.98806, 2.38794, -6.51557], [-0.31419, -1.19688, 3.96300], [0.92605, -2.06031, 3.91463], [0.71530, -3.40898, 3.21479], [2.00553, -4.14379, 2.92127], [2.71645, -4.58603, 4.23670], [3.04881, -3.37865, 2.12064], [3.95706, -4.40051, 1.40191], [3.19337, -5.69715, 1.41345], [1.76788, -5.39627, 1.94824], [-0.21175, -0.40946, 4.70970], [-1.13438, -1.87216, 4.20669], [-0.55210, -0.76783, 2.98964], [1.29423, -2.15820, 4.93587], [1.67143, -1.51577, 3.33498], [0.11741, -3.39395, 2.30353], [0.10330, -4.07448, 3.82362], [3.04809, -3.65690, 4.70020], [3.64524, -5.13177, 4.07052], [2.06400, -5.17160, 4.88440], [3.50304, -2.55499, 2.67144], [2.48219, -2.91213, 1.31479], [4.85227, -4.58182, 1.99673], [4.36143, -4.03329, 0.45865], [3.72458, -6.40108, 2.05407], [3.20554, -6.14114, 0.41805], [1.23861, -6.13007, 2.55612], [1.07891, -4.95371, 1.22883]],
  "atomic_forces_ev_per_a": [[0.1, -0.8, -1.4], [-0.4, -0.1, 0.4], [-0.1, 0.4, 0.5], [-0.9, 0.6, -0.1], [0.5, -0.9, 0.2], [-0.9, -0.4, -0.7], [-1.1, 0.4, 0.4], [1.2, -0.1, 0.5], [1.3, 0.5, 0.0], [-0.1, -0.6, 0.6], [1.0, 0.1, -0.2], [-0.5, 0.0, -1.5], [1.9, -0.5, -0.8], [-2.0, 0.4, 0.3], [-0.8, 2.5, 0.0], [0.2, -0.4, 0.4], [1.3, -0.6, -1.2], [0.5, -1.8, -0.6], [0.3, 0.0, 2.7], [-0.5, -0.1, -0.1], [-0.1, 0.1, 0.3], [-0.1, 0.6, 0.0], [-0.2, -0.4, -0.1], [0.1, 0.1, -0.1], [0.4, -0.9, 0.0], [-0.8, 0.0, 0.2], [-0.8, -0.2, -0.4], [1.1, 0.3, 1.0], [-0.6, -0.1, 0.1], [0.3, 0.5, 0.0], [-0.2, 0.3, -0.5], [0.7, -0.1, 0.5], [0.0, 0.5, -0.2], [0.1, -0.1, 0.3], [-0.9, 0.3, -0.1], [0.3, -0.2, 0.1], [-0.2, -0.1, -0.5], [-0.3, 0.2, -0.6], [0.2, 0.0, 0.1], [-0.6, 0.4, 0.2], [0.3, -0.3, 0.1], [-0.5, 1.1, -1.6], [0.1, -1.6, 0.9], [1.7, -0.8, 1.6], [-0.2, -0.3, 0.7], [0.2, -0.7, -0.7], [-0.4, 2.0, -1.7], [-1.4, 0.2, 0.2], [0.3, 0.8, 1.1], [0.3, 0.1, 0.3], [-0.3, 0.3, -0.5], [0.0, -0.5, 0.2], [0.2, -0.3, 0.4], [0.3, 0.3, -0.2], [-0.3, -0.3, 0.0], [-0.3, -1.0, 0.4], [0.8, 0.8, -0.2], [-0.9, 0.6, 0.2], [0.0, 0.1, 0.0], [-0.1, 0.7, -0.4], [-0.5, -0.4, 0.6], [0.9, -0.1, -0.5], [0.0, 0.1, 0.0], [0.5, -0.4, 0.1], [0.0, -0.2, -0.6], [0.3, -0.4, 0.2], [-0.6, -0.4, 0.0], [-0.2, 0.1, -0.6], [-0.1, 0.1, 0.1], [-1.4, -0.2, 1.0], [1.4, 0.6, -0.6], [-1.1, -0.8, 1.1], [0.4, -1.7, -1.2], [-0.3, 1.1, 0.1], [1.6, 1.1, -1.6], [-0.5, 0.9, -1.7], [0.2, -2.0, 1.9], [-1.8, 0.4, 0.6], [0.6, 0.5, -0.4], [-0.1, -0.6, 0.0], [0.6, 0.2, 0.5], [-0.1, -0.3, 0.3], [-0.7, 0.0, -0.4], [0.1, 0.0, -0.1], [0.6, 0.2, 0.4], [0.5, -0.1, -0.5], [0.6, -0.3, 0.4], [-0.5, 0.5, 0.2], [0.0, 0.2, -0.6], [-1.0, -0.1, 1.1], [0.0, 0.0, 0.3], [0.7, 0.2, 0.3], [0.3, 0.7, 0.0], [0.1, 0.0, -0.5], [-0.2, 0.0, 0.1], [0.0, -0.3, -0.4], [0.1, -0.1, -0.8], [-1.2, -0.1, -0.3], [-0.8, 0.2, 2.2], [-0.4, -0.2, -1.3], [0.1, 1.7, 0.6], [1.0, 0.0, 0.1], [1.4, -0.3, -1.5], [-0.4, -0.8, -0.5], [-0.3, -0.7, -0.7], [0.4, -0.4, 0.0], [0.2, 0.4, -0.1], [0.6, 0.5, 0.3], [0.1, 0.1, -0.3], [-0.8, -0.4, 0.0], [-0.2, 0.2, -0.5], [0.4, -0.1, 0.0], [-0.4, 0.2, -0.1], [0.1, -0.2, -0.3], [-0.1, -0.5, 0.2], [-0.1, -0.1, 0.0], [-0.3, 0.2, 0.2], [-0.1, 0.0, 0.2], [0.5, 0.0, 0.5], [0.2, -0.2, -0.3], [-0.2, 0.5, 0.8], [-0.4, -0.1, 0.8], [0.5, 0.7, 0.3], [-0.5, -0.7, -0.1], [0.5, 0.2, -0.7], [0.2, -0.5, 0.7], [1.5, -1.5, 0.0], [-0.2, 0.7, -0.4], [-0.8, 0.4, -1.2], [0.9, 0.7, 1.8], [-0.9, -0.9, -0.3], [0.7, 1.4, 1.2], [-0.2, -0.1, -0.1], [-0.4, 0.4, 0.4], [0.0, 0.2, -0.1], [0.1, -0.4, -0.1], [0.3, 0.1, 0.2], [0.4, 0.6, -0.4], [0.3, -0.1, 0.4], [-0.3, -0.1, 0.3], [-0.3, -0.2, -0.6], [-0.1, 0.2, -0.2], [0.2, -0.5, 0.3], [-0.3, 0.3, 0.0], [0.1, 0.3, 0.0], [-0.6, 0.0, -0.1], [-0.4, -0.1, 0.0], [-0.5, -0.2, 0.1], [0.3, -0.3, -0.3], [0.1, -0.3, -0.3]],
  "multiplicity": 2,
  "homo_lumo_gap_ev": [7.311, 3.261],
  "charge": 6,
  "s_squared": 0.76,
  "homo_ev": [-22.643, -22.643]
}

---

3.
{
  "formula": "C20H22F2N2O6S",
  "method": "ωB97M-V/def2-TZVPD",
  "symbols": ["C", "H", "H", "H", "C", "N", "S", "O", "O", "C", "C", "C", "C", "C", "C", "H", "H", "H", "C", "O", "O", "C", "H", "C", "O", "N", "C", "C", "C", "C", "C", "C", "O", "C", "F", "F", "H", "H", "H", "H", "H", "H", "H", "H", "C", "C", "H", "H", "H", "H", "H", "H", "H"],
  "xyz": [[4.87701, 2.50627, -1.56512], [4.67836, 3.40418, -0.98748], [4.35307, 2.57378, -2.51492], [5.94396, 2.44332, -1.76249], [4.43144, 1.27751, -0.78002], [3.05288, 1.36842, -0.36044], [2.66771, 0.77411, 1.13024], [3.75987, 1.04033, 2.01448], [1.36086, 1.26143, 1.47476], [2.53921, -1.00536, 0.89713], [1.29989, -1.59085, 0.73791], [1.22559, -2.96201, 0.50527], [2.39722, -3.71500, 0.43473], [3.63101, -3.11410, 0.60726], [3.70373, -1.74957, 0.84029], [4.64763, -1.25367, 1.00127], [4.53245, -3.70556, 0.56481], [2.31269, -4.77584, 0.25270], [-0.06299, -3.68319, 0.33592], [-0.14103, -4.85995, 0.09295], [-1.13522, -2.88756, 0.48442], [-2.39771, -3.53132, 0.34383], [-2.34990, -4.27932, -0.45551], [-3.53590, -2.55554, 0.04102], [-4.59805, -2.97527, -0.35777], [-3.22722, -1.26406, 0.28915], [-4.04635, -0.13771, 0.16269], [-5.36775, -0.19847, -0.25956], [-6.12370, 0.95776, -0.34934], [-5.57092, 2.17954, -0.01932], [-4.25173, 2.25931, 0.40205], [-3.49210, 1.10945, 0.49144], [-2.14603, 1.07336, 0.90115], [-1.53586, 2.19113, 1.32392], [-2.17481, 2.77076, 2.37142], [-1.49142, 3.15476, 0.36332], [-0.50486, 1.94577, 1.61882], [-3.83926, 3.22175, 0.65587], [-6.15718, 3.08254, -0.08505], [-7.14953, 0.89609, -0.67753], [-5.79237, -1.15531, -0.51157], [-2.29194, -1.06462, 0.62001], [-2.64275, -4.06255, 1.27237], [0.41353, -0.98167, 0.81669], [2.00522, 1.30021, -1.35966], [1.35044, 2.65991, -1.57690], [0.95556, 3.02520, -0.63420], [0.53359, 2.57010, -2.28816], [2.07088, 3.37949, -1.95389], [1.24919, 0.58993, -1.01240], [2.42633, 0.91779, -2.29506], [4.59446, 0.36935, -1.38128], [5.01281, 1.20496, 0.13981]],
  "atomic_forces_ev_per_a": [[-0.1, -0.2, 0.2], [0.0, 0.1, 0.0], [0.0, 0.1, -0.1], [0.1, 0.0, -0.1], [0.6, 0.0, 0.0], [-0.2, -0.2, 1.1], [0.1, -0.1, -0.2], [0.2, -0.2, -0.1], [0.1, -0.2, -0.3], [0.0, 0.7, 0.1], [-0.2, -0.2, 0.0], [0.3, 0.2, 0.0], [-0.2, 0.0, 0.0], [0.0, 0.1, 0.0], [0.1, -0.1, 0.0], [0.2, 0.0, 0.0], [0.1, 0.0, 0.0], [0.0, -0.1, 0.0], [0.1, -0.3, -0.1], [0.0, 0.2, 0.1], [0.0, 0.3, 0.1], [-0.5, -0.7, -0.2], [-0.1, 0.2, 0.2], [0.6, -0.1, 0.1], [-0.1, -0.2, 0.0], [0.5, 0.4, 0.2], [-0.1, 0.3, 0.0], [-0.1, -0.1, 0.0], [0.0, 0.1, 0.0], [0.0, -0.1, 0.0], [0.0, 0.1, 0.0], [0.0, -0.1, 0.0], [-0.9, -0.6, -0.4], [1.3, 0.7, 0.6], [-0.2, -0.1, 0.2], [-0.1, 0.0, -0.3], [-0.6, 0.1, -0.1], [0.1, 0.0, 0.0], [-0.1, 0.1, 0.0], [-0.1, 0.0, 0.0], [0.0, 0.0, 0.0], [-0.1, -0.2, -0.1], [0.0, 0.1, -0.1], [-0.1, 0.0, 0.0], [-0.5, 0.3, -0.2], [0.0, -0.3, 0.0], [-0.1, 0.1, 0.1], [-0.1, 0.0, -0.1], [0.1, 0.1, -0.1], [0.0, 0.0, -0.2], [0.0, -0.1, 0.1], [0.0, 0.1, 0.1], [0.2, 0.0, -0.2]],
  "smiles": "CCN(CC)S(=O)(=O)c1cccc(C(=O)OCC(=O)Nc2ccccc2OC(F)F)c1",
  "homo_lumo_gap_ev": 8.413,
  "charge": 0,
  "homo_ev": -8.680
}